Arrangement i

Density functional theory data (ωB97M-V/def2-TZVPD) for a molecular structure, H26O13.

```
39
Properties=species:S:1:pos:R:3
O 19.43863 -13.79128 19.03427
H 18.72502 -14.17088 18.52154
H 20.19630 -13.82142 18.45009
O 18.88445 -11.90849 17.75971
H 18.78567 -12.26977 18.64059
H 19.37825 -12.57438 17.28119
O 21.62906 -10.95012 17.00608
H 20.68959 -10.99861 16.82926
H 21.79761 -10.01966 17.15459
O 19.38229 -10.79167 19.79554
H 20.15931 -10.27442 19.58357
H 19.70747 -11.49290 20.36013
O 19.90817 -12.83208 20.91455
H 20.81043 -12.56514 21.09026
H 19.96189 -13.34229 20.10644
O 21.52757 -11.83678 19.17460
H 21.86019 -10.96035 18.98104
H 21.24370 -12.17841 18.32670
O 19.85461 -11.87783 15.33918
H 19.04009 -12.28260 15.63742
H 19.97762 -12.21240 14.45083
O 20.57973 -12.97732 17.48599
H 21.16772 -13.73037 17.42746
H 20.72594 -12.49488 16.67229
O 17.62864 -9.75571 19.08115
H 18.36029 -10.34618 19.26073
H 16.94741 -10.02314 19.69812
O 17.58613 -12.32636 20.71544
H 17.54207 -11.49346 20.24580
H 18.49010 -12.37942 21.02568
O 19.64627 -9.74252 17.43362
H 19.17273 -10.56807 17.33135
H 19.76548 -9.42189 16.53963
O 17.13453 -13.61248 18.14946
H 16.45403 -13.55133 18.81984
H 16.79196 -13.10622 17.41286
O 17.62569 -10.96226 15.88584
H 18.08834 -11.55503 16.47815
H 17.15910 -10.35993 16.46525
```

HOMO-LUMO gap: 9.06 eV
2S+1: 1

The net atomic charges from natural (NBO), expressed in e, are: -0.93 0.53 0.47 -1.04 0.58 0.46 -1.01 0.49 0.49 -0.95 0.50 0.49 -0.94 0.50 0.49 -1.02 0.47 0.47 -0.93 0.47 0.51 -0.92 0.50 0.55 -0.98 0.45 0.43 -0.98 0.45 0.48 -0.98 0.48 0.46 -0.96 0.51 0.49 -0.99 0.44 0.50

---

Arrangement ii

Density functional theory data (ωB97M-V/def2-TZVPD) for 13 unconnected molecules or ions with the total composition H26O13.

```
39
Properties=species:S:1:pos:R:3
H -0.70285 0.81285 1.22676
H 0.08809 0.42475 0.07181
H -1.07900 -3.35924 1.71813
H -1.92985 -4.54385 1.46102
H 1.03272 -0.67933 -2.75970
H 2.03278 0.29648 -3.42843
H -3.94105 -0.83220 0.14175
H -3.76611 -0.29021 -1.15527
H 4.13574 0.37147 0.24330
H 2.61478 0.42693 -0.00958
H -2.74430 -2.28017 -2.29282
H -1.76432 -1.42066 -1.61779
H 4.06699 -1.80087 0.22405
H 3.96385 -1.35499 -1.32765
H -1.37705 -1.79762 1.07810
H -1.18140 -1.17457 2.38825
H 4.38682 1.86859 -1.54214
H 3.65272 2.95471 -0.54962
H -3.61986 2.33591 -0.65542
H -2.95597 1.32246 0.26855
H -1.48603 4.62664 2.50196
H -1.93308 3.23147 2.18152
H 2.23073 -0.97841 3.49620
H 0.97735 -0.27058 4.01580
H -0.86565 1.98107 -3.02425
H -0.89709 0.70166 -2.45169
O -0.83321 0.39074 0.41595
O -1.05263 -4.14832 1.19168
O 1.12822 0.18701 -3.08497
O -3.68118 -1.12520 -0.68306
O 3.26598 0.04746 0.50394
O -1.92985 -2.40198 -1.84282
O 4.27686 -2.01821 -0.74777
O -0.68753 -1.38509 1.67253
O 4.23341 2.09818 -0.58823
O -2.74615 2.19375 -0.26366
O -1.93524 4.05056 1.82990
O 1.79815 -0.11193 3.56479
O -0.77580 1.65074 -2.17114
```

HOMO-LUMO gap: 9.43 eV
2S+1: 1

The net atomic charges from natural (NBO), expressed in e, are: 0.46 0.47 0.46 0.46 0.48 0.47 0.46 0.47 0.49 0.47 0.46 0.46 0.50 0.46 0.48 0.44 0.48 0.50 0.45 0.45 0.46 0.45 0.48 0.46 0.45 0.45 -0.93 -0.93 -0.95 -0.92 -0.96 -0.92 -0.97 -0.91 -0.97 -0.90 -0.91 -0.93 -0.90

---

Arrangement iii

Density functional theory data (ωB97M-V/def2-TZVPD) for 13 unconnected molecules or ions with the total composition H26O13.

```
39
Properties=species:S:1:pos:R:3
H 0.03481 -0.61234 0.22042
H -0.07326 -0.06515 -1.19342
H 0.49041 -4.53627 1.82242
H -0.89843 -4.13175 2.28882
H 3.30047 1.74452 2.14991
H 3.90428 2.08500 0.79731
H -1.61109 1.84849 -4.92438
H -1.94460 2.24458 -6.35334
H 2.59449 -2.30512 0.52745
H 2.84771 -2.72740 -0.91047
H -4.38629 -0.19811 -3.79915
H -3.08645 0.34753 -3.23106
H 0.66604 2.54201 4.90356
H 1.10928 1.48339 3.90712
H 1.38431 -0.79532 2.92907
H 0.28549 -1.83758 2.80118
H 2.00739 -1.19857 -3.21181
H 0.86308 -1.85930 -3.96283
H 0.67845 1.02180 -2.34409
H 0.31698 -0.18277 -3.19754
H -1.24343 1.18828 0.91915
H -2.19988 0.68076 -0.14746
H -1.73744 2.49869 2.01049
H -0.67838 3.49329 2.45680
H -2.51523 -0.52191 2.93571
H -1.30193 -0.95778 2.13074
O -0.19395 0.18497 -0.27046
O 0.01992 -4.16873 2.57909
O 3.19377 1.57833 1.20652
O -1.51177 2.56980 -5.55591
O 3.18222 -2.14468 -0.21943
O -3.71754 0.47995 -3.94742
O 1.30529 1.83053 4.78465
O 0.43416 -0.88530 2.79448
O 1.82353 -1.77865 -3.95926
O 0.94508 0.54594 -3.13873
O -1.71607 0.39727 0.63648
O -1.01851 2.61081 2.64260
O -1.55291 -0.46921 2.92276
```

HOMO-LUMO gap: 7.58 eV
2S+1: 1

The net atomic charges from natural (NBO), expressed in e, are: 0.48 0.42 0.47 0.47 0.47 0.47 0.47 0.47 0.46 0.47 0.47 0.46 0.47 0.48 0.47 0.48 0.49 0.44 0.48 0.44 0.48 0.45 0.47 0.47 0.45 0.46 -0.93 -0.94 -0.94 -0.93 -0.93 -0.93 -0.95 -0.94 -0.93 -0.91 -0.92 -0.93 -0.92

---

Going by the computed energies, the most stable comes first: arrangement ii, arrangement iii, arrangement i.

---

Arrangement i

Density functional theory data (ωB97M-V/def2-TZVPD) for C3H3NO3 in the gas phase.

```
10
Properties=species:S:1:pos:R:3
H -0.65492 0.94391 -2.23726
N -1.05499 0.90660 -1.31839
C -0.35877 0.40723 -0.39997
C -1.31989 -0.08497 0.68509
O -2.44593 -0.15605 0.26809
O 1.02632 0.26743 -0.50171
C 1.75498 -0.46487 0.37731
O 1.32154 -1.04829 1.32703
H -1.08292 -0.33274 1.72248
H 2.81457 -0.43827 0.07732
```

HOMO-LUMO gap: 9.91 eV
SMILES: [H]/N=C(/C=O)OC=O
2S+1: 1

The net atomic charges from natural (NBO), expressed in e, are: 0.36 -0.56 0.42 0.33 -0.44 -0.51 0.66 -0.55 0.17 0.14

---

Arrangement ii

Density functional theory data (ωB97M-V/def2-TZVPD) for C3H3NO3 in the gas phase.

```
10
Properties=species:S:1:pos:R:3
O 2.21754 -0.50217 -0.93351
C 1.36492 -0.62662 -0.09501
C -0.28340 -1.13130 -0.57358
N -1.27105 -0.48687 -0.04174
C -0.72244 0.73984 0.20293
O 0.47778 1.09870 0.39905
O -1.66600 1.65237 0.42094
H 1.49707 -1.05655 0.90454
H -0.41865 -2.16368 -0.92530
H -1.19576 2.47629 0.64168
```

HOMO-LUMO gap: 8.92 eV
SMILES: O=C/C=N\C(=O)O
2S+1: 1

The net atomic charges from natural (NBO), expressed in e, are: -0.56 0.42 0.14 -0.49 0.87 -0.59 -0.63 0.15 0.19 0.50

---

Going by the computed energies, the most stable comes first: arrangement i, arrangement ii.

---

Arrangement i

Density functional theory data (ωB97M-V/def2-TZVPD) for C3H3NO3 in the gas phase.

```
10
Properties=species:S:1:pos:R:3
H -0.80106 -2.27482 1.18106
N 0.02868 -1.96014 0.67866
C -0.05078 -0.76524 0.31964
C 0.89861 0.04638 -0.50808
O 0.68659 1.35853 0.02968
C -0.66769 1.36715 0.08490
O -1.37984 2.25168 -0.25535
O -1.10287 0.12207 0.51649
H 0.44380 0.09494 -1.50602
H 1.94457 -0.24055 -0.54098
```

HOMO-LUMO gap: 12.04 eV
SMILES: [H]/N=C1/COC(=O)O1
2S+1: 1

The net atomic charges from natural (NBO), expressed in e, are: 0.36 -0.63 0.53 -0.16 -0.48 0.96 -0.52 -0.50 0.20 0.24

---

Arrangement ii

Density functional theory data (ωB97M-V/def2-TZVPD) for a molecular structure, C3H3NO3.

```
10
Properties=species:S:1:pos:R:3
N -0.36275 -0.27227 -1.68199
C -1.06659 -0.12490 0.89821
C 0.27626 -0.22946 0.62212
C 0.54525 0.09866 -0.71678
O -1.23971 0.67156 -0.94105
O 1.24227 -0.62928 1.52301
O -1.99993 -0.07682 1.59270
H 1.21927 -0.04893 2.29652
H -0.13377 0.10829 -2.60106
H 1.51973 0.50315 -0.99167
```

HOMO-LUMO gap: 8.46 eV
2S+1: 1

The net atomic charges from natural (NBO), expressed in e, are: -0.35 0.78 -0.07 0.25 -0.55 -0.66 -0.44 0.48 0.35 0.20

---

Arrangement iii

Density functional theory data (ωB97M-V/def2-TZVPD) for C3H3NO3 in the gas phase.

```
10
Properties=species:S:1:pos:R:3
O 2.30789 0.32355 0.61622
C 1.59851 0.60191 -0.30635
N 0.21027 0.40626 -0.34604
C -0.44462 -0.62796 0.31815
O 0.08325 -1.46985 0.99415
C -1.96595 -0.61593 0.07107
O -2.64599 -1.56526 0.35228
H 1.97014 1.05423 -1.24206
H -0.30154 0.93395 -1.04328
H -2.41331 0.30694 -0.35766
```

HOMO-LUMO gap: 9.48 eV
SMILES: O=CNC(=O)C=O
2S+1: 1

The net atomic charges from natural (NBO), expressed in e, are: -0.49 0.54 -0.67 0.56 -0.48 0.33 -0.43 0.11 0.41 0.11

---

Going by the computed energies, the most stable comes first: arrangement i, arrangement iii, arrangement ii.

---

Arrangement i

Density functional theory data (ωB97M-V/def2-TZVPD) for C3H3NO3 in the gas phase.

```
10
Properties=species:S:1:pos:R:3
N 0.88719 0.02314 -0.77297
C 0.35592 0.04469 0.45623
O -0.34644 -1.10994 0.60184
C -1.31621 -1.06130 1.59116
O -1.56374 -0.12957 2.28522
C 1.02437 1.33182 -1.30146
O 0.71348 1.59843 -2.42824
H 0.70588 -0.72264 -1.44930
H -1.85108 -2.01961 1.56910
H 1.39063 2.04497 -0.55158
```

HOMO-LUMO gap: 10.27 eV
2S+1: 1

The net atomic charges from natural (NBO), expressed in e, are: -0.66 0.35 -0.56 0.65 -0.50 0.55 -0.53 0.40 0.13 0.15

---

Arrangement ii

Density functional theory data (ωB97M-V/def2-TZVPD) for C3H3NO3 in the gas phase.

```
10
Properties=species:S:1:pos:R:3
C -0.52338 1.30835 -1.25709
C 0.30574 0.95298 -0.35428
C 1.09218 0.27623 0.41232
O 0.60827 -0.41790 1.46823
N -0.38115 -1.41666 1.09313
O -0.58561 -2.23714 1.88423
O -0.85576 -1.23857 0.01007
H -0.98768 0.51089 -1.82490
H -0.76067 2.29014 -1.51111
H 2.08806 -0.02833 0.07941
```

HOMO-LUMO gap: 10.50 eV
SMILES: C=C=CO[N+](=O)[O-]
2S+1: 1

The net atomic charges from natural (NBO), expressed in e, are: -0.43 0.09 -0.02 -0.38 0.73 -0.29 -0.36 0.24 0.22 0.20

---

Going by the computed energies, the most stable comes first: arrangement i, arrangement ii.

---

Arrangement i

Density functional theory data (ωB97M-V/def2-TZVPD) for C3H3NO3 in the gas phase.

```
10
Properties=species:S:1:pos:R:3
O 2.32480 -0.53731 0.43294
C 0.66631 -0.34697 0.18089
C -0.40242 -0.65347 1.04691
C -1.47717 -0.06977 0.46571
O -1.14823 0.56256 -0.68316
N 0.19455 0.33557 -0.83310
O 0.86586 1.00196 -1.79447
H -0.32209 -1.19811 1.96010
H -2.50939 -0.02422 0.75424
H 1.80777 0.92975 -1.53007
```

HOMO-LUMO gap: 9.10 eV
SMILES: O=c1ccon1O
2S+1: 1

The net atomic charges from natural (NBO), expressed in e, are: -0.77 0.46 -0.35 0.16 -0.24 0.19 -0.48 0.27 0.23 0.53

---

Arrangement ii

Density functional theory data (ωB97M-V/def2-TZVPD) for C3H3NO3 in the gas phase.

```
10
Properties=species:S:1:pos:R:3
H -0.34249 1.90013 -1.60365
N -0.96447 1.46688 -0.91847
C -0.46015 0.42525 -0.42909
C -1.23977 -0.41236 0.55797
O -0.90938 -1.53635 0.83689
O 0.73998 -0.13236 -0.81769
C 1.55205 -0.50450 0.21856
O 1.48060 -0.04097 1.31923
H -2.13951 0.07375 0.96644
H 2.28314 -1.23948 -0.13019
```

HOMO-LUMO gap: 10.47 eV
SMILES: [H]/N=C(/C=O)OC=O
2S+1: 1

The net atomic charges from natural (NBO), expressed in e, are: 0.36 -0.58 0.44 0.37 -0.48 -0.52 0.66 -0.54 0.15 0.14

---

Arrangement iii

Density functional theory data (ωB97M-V/def2-TZVPD) for C3H3NO3 in the gas phase.

```
10
Properties=species:S:1:pos:R:3
H -0.64376 0.97141 -2.22278
N -1.05722 0.92083 -1.30916
C -0.36580 0.40915 -0.39419
C -1.32877 -0.10553 0.67474
O -2.45004 -0.19358 0.24542
O 1.01658 0.25669 -0.49896
C 1.75955 -0.45728 0.38470
O 1.35692 -0.99113 1.37686
H -1.08983 -0.35033 1.71254
H 2.80237 -0.46023 0.03082
```

HOMO-LUMO gap: 9.91 eV
SMILES: [H]/N=C(/C=O)OC=O
2S+1: 1

The net atomic charges from natural (NBO), expressed in e, are: 0.36 -0.56 0.42 0.33 -0.44 -0.51 0.66 -0.55 0.17 0.14

---

Going by the computed energies, the most stable comes first: arrangement ii, arrangement iii, arrangement i.